[1]
The following is a quantum chemistry calculation of C39H67F6Ge2N10O2PSbSi3Ti as an isolated structure, from the OMol25 dataset.

Properties
Total charge: +3
Kohn-Sham gap (alpha / beta) in eV: 6.03 / 6.02
ΔE to the lowest compared entry with this formula, charge and spin in kcal/mol: 45.7

Each line ends with the Mulliken charge.
Element x y z (Å)
Ti (0.12, -0.31, -0.28)  -1.51
C (3.95, -0.69, 3.80)  -0.89
N (3.10, -0.13, 2.75)  0.64
C (3.30, 1.09, 2.15)  -0.90
C (2.35, 1.21, 1.19)  -0.59
N (1.57, 0.07, 1.19)  1.45
C (2.05, -0.73, 2.15)  -1.34
P (1.52, -2.41, 2.63)  -0.50
C (1.93, -3.31, 1.11)  -0.59
N (1.35, -3.04, -0.05)  0.98
C (1.81, -3.99, -0.92)  -0.25
C (2.66, -4.84, -0.26)  -1.16
N (2.72, -4.40, 1.02)  0.36
C (3.51, -5.00, 2.09)  -0.75
C (-0.24, -2.29, 2.20)  -1.25
N (-0.82, -1.50, 1.29)  1.66
C (-2.16, -1.82, 1.31)  -0.09
C (-2.37, -2.80, 2.22)  -1.94
N (-1.15, -3.09, 2.77)  0.41
C (-0.94, -4.04, 3.87)  -0.73
H (4.48, 0.13, 4.28)  0.43
H (3.34, -1.20, 4.54)  0.38
H (4.67, -1.38, 3.37)  0.20
H (4.08, 1.75, 2.46)  0.76
H (2.20, 2.01, 0.49)  0.12
H (1.53, -4.02, -1.96)  0.51
H (3.22, -5.69, -0.61)  0.54
H (4.00, -5.89, 1.71)  0.34
H (4.28, -4.31, 2.43)  0.28
H (2.87, -5.28, 2.93)  0.31
H (-2.90, -1.31, 0.72)  0.19
H (-3.27, -3.30, 2.53)  0.64
H (-1.71, -4.79, 3.83)  0.39
H (0.03, -4.52, 3.77)  0.30
H (-0.99, -3.51, 4.82)  0.27
N (-0.75, -2.02, -1.57)  -0.42
C (-2.01, -1.66, -2.26)  0.68
C (-2.93, -2.86, -2.51)  -1.05
C (-4.24, -2.53, -3.25)  -1.25
C (-4.14, -1.52, -4.39)  -0.09
N (-3.25, -1.95, -5.48)  -0.12
C (-2.39, -1.18, -6.15)  0.79
N (-2.09, 0.05, -5.74)  -0.07
N (-1.76, -1.69, -7.21)  -0.40
C (-2.63, -0.56, -1.43)  -1.13
O (-3.80, -0.43, -1.20)  -0.54
O (-1.69, 0.27, -0.94)  1.81
H (-0.02, -2.24, -2.24)  0.41
H (-0.89, -2.85, -1.01)  0.41
H (-1.75, -1.22, -3.22)  0.00
H (-3.21, -3.31, -1.55)  0.32
H (-2.35, -3.60, -3.06)  0.53
H (-4.95, -2.11, -2.55)  0.42
H (-4.66, -3.47, -3.63)  0.54
H (-3.82, -0.56, -4.01)  -0.32
H (-5.14, -1.37, -4.81)  0.36
H (-3.44, -2.86, -5.87)  0.28
H (-2.58, 0.51, -4.99)  -0.08
H (-1.45, 0.62, -6.26)  0.18
H (-2.01, -2.58, -7.59)  0.21
H (-1.15, -1.11, -7.77)  0.22
F (0.41, 1.53, -0.88)  -0.73
Sb (-0.88, 1.95, -2.59)  2.23
F (-2.60, 1.36, -3.18)  -0.68
F (-0.08, 0.25, -2.91)  -0.25
F (-0.69, 2.14, -4.47)  -0.61
F (0.28, 3.42, -2.57)  -0.55
F (-1.85, 2.97, -1.37)  -0.64
C (1.42, 4.43, 1.51)  -1.04
Si (-0.44, 4.43, 1.34)  0.62
C (-0.96, 5.44, -0.12)  -0.92
C (-1.19, 5.04, 2.94)  -1.00
Ge (-1.56, 2.22, 1.58)  0.76
Si (-1.18, 1.50, 3.93)  0.61
C (-1.31, -0.29, 4.43)  -0.61
C (-2.45, 2.39, 4.98)  -1.21
C (0.54, 2.02, 4.46)  -0.67
Si (-4.05, 2.47, 1.29)  0.82
C (-4.62, 0.84, 2.03)  -0.85
C (-4.63, 2.76, -0.44)  -0.73
C (-4.51, 3.90, 2.39)  -1.28
H (1.70, 5.44, 1.81)  0.57
H (1.92, 4.23, 0.56)  0.30
H (1.78, 3.75, 2.27)  0.18
H (-0.74, 6.48, 0.13)  0.53
H (-2.02, 5.36, -0.34)  0.24
H (-0.40, 5.17, -1.02)  0.11
H (-1.06, 6.13, 2.95)  0.50
H (-0.68, 4.63, 3.81)  0.25
H (-2.26, 4.85, 3.04)  0.13
H (-2.16, -0.82, 3.98)  0.22
H (-1.46, -0.31, 5.51)  0.69
H (-0.40, -0.84, 4.20)  -0.14
H (-3.45, 1.97, 4.86)  0.32
H (-2.51, 3.47, 4.82)  0.43
H (-2.13, 2.23, 6.01)  0.51
H (1.27, 1.25, 4.21)  -0.24
H (0.54, 2.13, 5.55)  0.65
H (0.88, 2.96, 4.04)  0.17
H (-4.79, 0.11, 1.24)  0.18
H (-5.57, 0.98, 2.55)  0.56
H (-3.91, 0.44, 2.75)  0.05
H (-4.26, 2.01, -1.13)  -0.18
H (-4.33, 3.74, -0.80)  0.31
H (-5.72, 2.71, -0.43)  0.52
H (-4.22, 3.78, 3.43)  0.35
H (-5.61, 3.96, 2.36)  0.47
H (-4.13, 4.86, 2.01)  0.32
Ge (2.32, -0.70, -1.79)  2.37
C (3.08, 1.01, -2.32)  0.22
C (4.18, 1.52, -1.62)  -0.21
C (4.79, 2.70, -2.03)  -0.79
C (4.31, 3.38, -3.14)  -0.73
C (3.23, 2.88, -3.85)  -0.74
C (2.61, 1.71, -3.44)  -0.42
C (3.87, -1.80, -1.32)  -0.43
C (4.41, -2.57, -2.35)  -0.54
C (5.52, -3.37, -2.14)  -0.92
C (6.10, -3.43, -0.88)  -0.78
C (5.60, -2.65, 0.15)  -0.89
C (4.49, -1.84, -0.07)  1.13
H (1.87, -1.38, -3.11)  -0.37
H (4.58, 0.99, -0.77)  0.37
H (5.65, 3.08, -1.49)  0.49
H (4.80, 4.29, -3.47)  0.45
H (2.87, 3.39, -4.73)  0.46
H (1.79, 1.32, -4.02)  0.49
H (3.97, -2.53, -3.34)  0.47
H (5.92, -3.96, -2.95)  0.47
H (6.96, -4.07, -0.71)  0.45
H (6.08, -2.67, 1.12)  0.57
H (4.11, -1.23, 0.74)  0.22

***

[2]
The following is a quantum chemistry calculation of a 8-piece molecular cluster, C39H67FN2O10S overall, from the OMol25 dataset.

Properties
Total charge: 0
Kohn-Sham gap in eV: 8.16
Structure (SMILES): COCCCc1cc2nc(F)c(S)nc2c(OC[C@@H](C)C(C)C)c1O.CC(C)=O.CC(C)=O.CC(C)=O.CC(C)=O.CC(C)=O.CC(C)=O.CC(C)=O

Each line ends with the Mulliken charge.
Element x y z (Å)
C (-1.27, 2.58, -6.14)  -0.68
O (-0.81, 1.25, -6.22)  -0.47
C (-1.11, 0.49, -5.07)  -0.75
C (-0.25, 0.89, -3.85)  -0.96
C (-0.97, 1.74, -2.79)  -0.70
C (-1.09, 1.08, -1.44)  0.56
C (-1.41, -0.26, -1.34)  0.01
C (-1.55, -0.90, -0.10)  -0.23
N (-1.88, -2.23, -0.08)  -0.53
C (-1.99, -2.71, 1.10)  0.40
F (-2.31, -4.00, 1.20)  -0.13
C (-1.80, -2.00, 2.32)  -0.46
S (-1.98, -2.83, 3.88)  -0.18
N (-1.52, -0.73, 2.32)  -0.23
C (-1.38, -0.15, 1.08)  0.33
C (-1.04, 1.22, 1.00)  0.21
O (-0.84, 1.99, 2.10)  -0.66
C (0.32, 1.64, 2.87)  -1.49
C (1.64, 1.75, 2.11)  1.93
C (2.21, 3.17, 2.28)  -2.23
C (2.61, 0.62, 2.61)  0.47
C (3.00, -0.26, 1.40)  -1.44
C (3.86, 1.14, 3.34)  -1.80
C (-0.90, 1.82, -0.25)  0.45
O (-0.58, 3.15, -0.31)  -0.63
H (-0.50, 3.26, -5.78)  0.25
H (-1.60, 2.90, -7.13)  0.28
H (-2.12, 2.68, -5.46)  0.28
H (-2.17, 0.62, -4.80)  0.52
H (-0.99, -0.56, -5.31)  0.34
H (0.60, 1.44, -4.25)  0.48
H (0.16, -0.02, -3.42)  0.64
H (-0.41, 2.67, -2.66)  0.30
H (-1.96, 2.00, -3.16)  0.39
H (-1.57, -0.83, -2.24)  0.64
H (-0.82, -3.52, 3.93)  0.15
H (0.35, 2.35, 3.69)  0.46
H (0.18, 0.66, 3.34)  0.49
H (1.53, 1.60, 1.04)  -0.06
H (1.46, 3.84, 1.86)  0.47
H (3.10, 3.28, 1.68)  0.39
H (2.36, 3.42, 3.32)  0.44
H (2.11, -0.05, 3.30)  0.48
H (3.29, -1.25, 1.75)  0.51
H (2.10, -0.41, 0.79)  0.30
H (3.78, 0.23, 0.80)  0.21
H (4.34, 0.29, 3.82)  0.48
H (4.53, 1.63, 2.64)  0.26
H (3.55, 1.80, 4.14)  0.40
H (-1.36, 3.66, -0.54)  0.32
C (-0.11, -9.02, 1.34)  -1.14
C (0.15, -7.64, 0.78)  0.70
C (-0.94, -6.61, 0.97)  -0.53
O (1.18, -7.38, 0.20)  -0.57
H (0.74, -9.66, 1.13)  0.32
H (-0.26, -8.96, 2.42)  0.34
H (-1.01, -9.45, 0.87)  0.29
H (-1.12, -6.45, 2.04)  0.35
H (-1.85, -6.94, 0.49)  0.00
H (-0.62, -5.67, 0.52)  0.20
C (1.79, 7.49, 2.07)  -0.87
C (2.46, 7.17, 3.38)  0.76
C (2.53, 8.29, 4.40)  -1.17
O (2.92, 6.08, 3.61)  -0.54
H (1.80, 6.61, 1.43)  0.22
H (0.75, 7.79, 2.23)  0.35
H (2.32, 8.30, 1.56)  0.29
H (1.53, 8.62, 4.66)  0.33
H (3.09, 9.13, 3.99)  0.33
H (3.04, 7.93, 5.29)  0.31
C (7.25, 2.63, -0.46)  -1.17
C (6.37, 1.42, -0.29)  0.77
C (6.83, 0.14, -0.94)  -1.16
O (5.33, 1.47, 0.33)  -0.49
H (6.80, 3.48, 0.06)  0.29
H (8.24, 2.44, -0.03)  0.34
H (7.36, 2.88, -1.51)  0.34
H (7.80, -0.16, -0.54)  0.35
H (6.92, 0.28, -2.02)  0.36
H (6.11, -0.65, -0.75)  0.25
C (1.95, 9.10, -2.34)  -1.08
C (1.14, 9.69, -1.21)  0.78
C (0.51, 11.03, -1.45)  -1.12
O (1.02, 9.11, -0.15)  -0.49
H (2.35, 8.13, -2.03)  0.28
H (1.31, 8.96, -3.21)  0.33
H (2.77, 9.76, -2.60)  0.32
H (-0.19, 10.97, -2.29)  0.34
H (1.28, 11.78, -1.67)  0.34
H (-0.04, 11.34, -0.56)  0.29
C (-5.29, -6.58, -3.11)  -1.18
C (-4.67, -6.94, -1.78)  0.87
C (-4.58, -5.85, -0.74)  -1.00
O (-4.25, -8.05, -1.55)  -0.54
H (-5.29, -7.45, -3.76)  0.28
H (-6.32, -6.25, -2.96)  0.37
H (-4.72, -5.78, -3.58)  0.33
H (-5.58, -5.49, -0.49)  0.44
H (-3.98, -5.02, -1.12)  0.26
H (-4.11, -6.25, 0.15)  0.18
C (-2.54, -9.66, -3.50)  -0.80
C (-1.71, -10.15, -4.66)  0.75
C (-0.30, -10.61, -4.35)  -1.08
O (-2.15, -10.17, -5.79)  -0.56
H (-3.52, -9.37, -3.85)  0.17
H (-2.66, -10.46, -2.76)  0.33
H (-2.06, -8.80, -3.03)  0.26
H (-0.33, -11.44, -3.65)  0.31
H (0.27, -9.79, -3.91)  0.30
H (0.18, -10.93, -5.27)  0.31
C (-3.60, 1.14, 3.70)  -0.29
C (-4.22, 1.60, 5.00)  0.66
C (-5.48, 0.90, 5.45)  -1.17
O (-3.73, 2.49, 5.66)  -0.57
H (-2.71, 1.72, 3.50)  0.05
H (-3.34, 0.09, 3.77)  -0.03
H (-4.31, 1.29, 2.88)  0.37
H (-5.29, -0.16, 5.58)  0.29
H (-6.27, 1.03, 4.70)  0.32
H (-5.82, 1.33, 6.39)  0.34

***

Calculated maximum force (eV/Å), listed in the same order as above: 2.12 1.24
Calculated DFT total energy (hartree), listed in the same order as above: -9276.45312 -2886.14272